Entry 1:
Molecular formula: C32H33Cl2FN6RuS
Method: DFT, ωB97M-V with the def2-TZVPD basis set

XYZ file:
```
76
C32H33Cl2FN6RuS ωB97M-V with the def2-TZVPD basis set
Ru 0.93 0.00 -1.11
C 0.43 4.58 -0.94
C 0.39 3.09 -0.99
N 1.41 2.35 -1.05
N 2.66 2.86 -1.27
C 3.53 1.95 -1.38
N 4.83 2.40 -1.58
S 3.42 0.20 -1.39
C -0.90 2.41 -0.92
C -2.07 3.13 -0.70
C -3.26 2.46 -0.50
C -3.36 1.05 -0.57
C -2.15 0.37 -0.95
N -1.00 1.08 -1.02
H 1.42 4.92 -1.00
H -0.04 5.03 -0.02
H -0.13 4.94 -1.79
H 5.07 3.34 -1.70
H 5.56 1.70 -1.57
H -2.06 4.22 -0.64
H -4.18 2.91 -0.23
H -4.30 0.58 -0.30
H -2.00 -0.72 -0.92
C -2.89 -3.12 0.18
C -1.67 -2.74 1.09
C -1.46 -3.82 2.17
C -1.65 -1.27 1.58
C -2.79 -0.76 2.20
C -2.72 0.44 2.88
C -1.48 1.13 3.00
C -0.34 0.68 2.31
C 0.87 1.57 2.27
C 0.54 3.10 2.48
C 1.96 1.20 3.30
C -0.46 -0.56 1.62
N 0.67 -0.88 0.84
C 1.56 -1.85 1.30
C 1.60 -2.14 2.69
C 2.67 -2.88 3.20
C 3.62 -3.47 2.41
C 3.46 -3.39 0.98
C 2.50 -2.55 0.52
F 2.41 -2.38 -0.80
H -2.67 -4.09 -0.35
H -3.06 -2.29 -0.56
H -3.84 -3.24 0.70
H -0.86 -2.79 0.34
H -2.37 -4.02 2.70
H -0.61 -3.49 2.75
H -1.19 -4.70 1.67
H -3.74 -1.26 2.27
H -3.63 0.78 3.42
H -1.58 2.05 3.69
H 1.30 1.48 1.30
H 0.41 3.24 3.51
H -0.37 3.42 2.00
H 1.43 3.76 2.24
H 1.73 1.64 4.27
H 2.97 1.42 2.97
H 1.98 0.09 3.36
H 0.99 -1.65 3.45
H 2.89 -2.81 4.21
H 4.53 -3.91 2.84
H 4.09 -3.76 0.18
Cl 0.69 1.81 -5.30
C -0.13 0.15 -5.24
C -0.88 -0.20 -6.30
C -1.48 -1.47 -6.24
C -1.43 -2.14 -5.05
C -0.69 -1.70 -3.94
Cl -0.70 -2.48 -2.40
C 0.10 -0.59 -4.07
N 0.63 0.12 -2.98
H -1.10 0.40 -7.08
H -1.90 -1.83 -7.11
H -2.09 -3.06 -4.95
```

Multiplicity   5
Orbital gap (alpha / beta)   6.63 / 6.27 eV
Relative energy (zero: lowest compared OMol25 entry of this formula, charge and spin)   13.3 kcal/mol
Charge   0
LUMO energy (alpha / beta)   -0.3 / -0.8 eV
HOMO energy (alpha / beta)   -0.25643 / -0.26137 hartree
DFT total energy   -83835.7787 eV


Entry 2:
Molecular formula: C32H33F3N6O3PtS2Si
Method: DFT, ωB97M-V with the def2-TZVPD basis set

XYZ file:
```
81
C32H33F3N6O3PtS2Si ωB97M-V with the def2-TZVPD basis set
Pt -0.17 0.87 0.35
N -8.11 -2.50 -1.45
C -7.01 -1.67 -1.79
C -6.23 -1.09 -0.80
C -5.21 -0.21 -1.13
C -4.95 0.08 -2.47
C -5.72 -0.50 -3.46
C -6.75 -1.37 -3.13
S -3.65 1.20 -2.88
O -3.42 1.07 -4.31
O -4.11 2.50 -2.43
N -2.39 0.82 -1.99
C -1.96 -0.44 -1.88
N -0.98 -0.68 -0.93
C -0.54 -1.93 -0.80
C -0.99 -2.98 -1.57
C -1.96 -2.66 -2.50
N -2.44 -1.44 -2.67
H -8.04 -2.89 -0.52
H -8.32 -3.20 -2.14
H -6.40 -1.34 0.24
H -4.61 0.24 -0.35
H -5.49 -0.26 -4.50
H -7.35 -1.83 -3.91
H 0.22 -2.05 -0.03
H -0.60 -3.98 -1.45
H -2.37 -3.41 -3.17
C -1.83 3.83 -0.48
C -2.62 2.89 0.37
C -3.98 3.04 0.56
C -4.62 2.08 1.32
N -4.01 1.05 1.89
C -2.67 0.94 1.69
S -1.76 -0.34 2.35
N -1.96 1.88 0.93
H -2.44 4.67 -0.82
H -1.47 3.28 -1.35
H -0.96 4.19 0.07
H -4.52 3.86 0.10
H -5.69 2.13 1.48
C 5.16 -2.32 0.82
C 3.71 -2.11 0.37
C 3.63 -2.23 -1.16
C 2.82 -3.19 1.01
Si 2.99 -0.40 0.85
O 1.42 -0.43 0.46
C 3.95 0.87 -0.18
C 3.28 1.47 -1.25
C 3.93 2.32 -2.12
C 5.28 2.60 -1.95
C 5.97 2.04 -0.88
C 5.30 1.19 -0.01
C 3.26 -0.18 2.71
C 4.50 -0.15 3.37
C 4.58 -0.06 4.76
C 3.42 0.01 5.52
C 2.18 0.00 4.88
C 2.10 -0.10 3.50
H 5.52 -3.30 0.47
H 5.24 -2.31 1.91
H 5.82 -1.55 0.42
H 3.94 -3.24 -1.48
H 4.27 -1.50 -1.65
H 2.60 -2.06 -1.51
H 3.15 -4.19 0.70
H 1.78 -3.05 0.72
H 2.87 -3.14 2.11
H 2.22 1.26 -1.38
H 3.38 2.78 -2.94
H 5.80 3.26 -2.64
H 7.02 2.27 -0.73
H 5.85 0.77 0.84
H 5.42 -0.18 2.80
H 5.55 -0.05 5.24
H 3.48 0.07 6.60
H 1.27 0.08 5.47
H 1.13 -0.10 3.01
F 2.03 2.10 1.70
C 0.85 2.39 1.09
F 0.20 3.20 1.99
F 1.20 3.27 0.09
```

Orbital gap   5.63 eV
Relative energy (zero: lowest compared OMol25 entry of this formula, charge and spin)   12.3 kcal/mol
Charge   -2
LUMO energy   4.4 eV
HOMO energy   -0.04505 hartree
DFT total energy   -89755.6891 eV


Entry 3:
Molecular formula: C32H33F4N2O4
Method: DFT, ωB97M-V with the def2-TZVPD basis set

XYZ file:
```
75
C32H33F4N2O4 ωB97M-V with the def2-TZVPD basis set
C 3.54 1.76 1.99
C 3.69 0.60 1.06
C 2.99 0.43 -0.42
C 1.38 -0.03 -0.50
C 0.67 -0.25 -1.97
C -0.93 -0.71 -2.09
C -1.77 0.60 -2.62
C -1.56 1.95 -1.71
C -0.96 3.24 -2.54
O -1.02 3.36 -3.90
O -0.31 4.41 -1.85
C 1.15 4.22 -1.80
C 2.01 5.63 -1.86
C 1.58 -0.02 -3.31
C 0.98 -0.27 -4.83
O 1.96 -0.99 -5.68
N 2.47 -0.15 -6.61
O 3.69 -0.38 -6.57
C 3.17 0.47 -3.11
N 3.75 0.65 -1.73
F 5.07 1.05 -1.66
H 4.44 1.94 2.75
H 2.61 2.46 2.09
H 4.39 -0.29 1.42
H 0.72 -0.22 0.47
H -1.31 -1.16 -1.07
H -0.93 -1.60 -2.88
H -2.91 0.26 -2.67
H -1.44 0.78 -3.73
H -2.60 2.30 -1.24
H -0.82 1.79 -0.79
H 1.47 3.60 -2.77
H 1.52 3.66 -0.82
H 2.46 5.84 -2.93
H 1.39 6.58 -1.57
H 2.93 5.57 -1.12
H 0.75 0.83 -5.25
H -0.01 -0.89 -4.86
H 3.84 0.64 -4.07
F -2.30 -1.85 1.89
C -1.36 -2.80 1.79
C -1.61 -3.93 1.03
C -0.63 -4.92 0.92
C 0.59 -4.76 1.58
C 0.83 -3.62 2.36
C -0.15 -2.63 2.46
H -2.57 -4.04 0.52
H -0.81 -5.80 0.31
H 1.35 -5.53 1.50
H 1.77 -3.51 2.88
H 0.02 -1.74 3.04
F -1.24 -7.29 3.28
C -2.47 -7.75 2.97
C -2.65 -9.10 2.73
C -3.92 -9.58 2.42
C -5.00 -8.69 2.34
C -4.80 -7.33 2.57
C -3.53 -6.85 2.90
H -1.80 -9.78 2.80
H -4.08 -10.64 2.24
H -5.99 -9.06 2.09
H -5.64 -6.64 2.50
H -3.36 -5.80 3.09
F 1.08 5.07 0.97
C 0.60 6.11 1.67
C -0.76 6.18 1.93
C -1.27 7.26 2.66
C -0.40 8.26 3.11
C 0.97 8.18 2.84
C 1.47 7.10 2.12
H -1.42 5.40 1.57
H -2.33 7.33 2.88
H -0.79 9.11 3.68
H 1.64 8.96 3.19
H 2.53 7.02 1.90
```

Orbital gap   5.75 eV
Charge   +1
LUMO energy   -5.0 eV
HOMO energy   -0.39384 hartree
DFT total energy   -55733.5229 eV